# 1
Entry from OMol25: a structure of composition C31H34AsBF5N8SSeTi (ωB97M-V/def2-TZVPD).

CARTESIAN COORDINATES (ANGSTROEM)
Ti  -0.2398  0.0330  -0.2247
C  -3.0086  2.0861  1.0365
C  -1.6094  2.5773  1.1782
C  -1.2013  3.7440  1.8237
C  0.1671  3.7935  1.6714
N  0.5532  2.7227  0.9718
N  -0.5352  1.9534  0.6699
B  1.9561  2.1968  0.6223
N  2.0461  1.9443  -0.8982
C  2.9778  2.4234  -1.7349
C  2.7129  1.9394  -2.9953
C  1.5748  1.1407  -2.8500
C  0.8718  0.3782  -3.9120
N  1.1781  1.1464  -1.5736
N  2.1758  0.8618  1.3804
C  2.8510  0.6320  2.5111
C  2.7799  -0.7134  2.7992
C  1.9963  -1.2635  1.7840
C  1.6048  -2.6955  1.6402
N  1.6205  -0.2990  0.9305
N  3.0710  3.1713  0.9942
C  4.3928  2.8835  1.1242
C  5.0898  4.0600  1.0693
C  4.1015  5.0521  0.8697
C  4.2816  6.5281  0.7192
N  2.8993  4.5080  0.8093
H  -3.6463  2.6095  1.7484
H  -3.3810  2.2731  0.0296
H  -3.0786  1.0158  1.2135
H  -1.8316  4.4581  2.3263
H  0.8929  4.5247  1.9825
H  3.7491  3.0903  -1.3850
H  3.2525  2.1406  -3.9054
H  1.0901  0.8070  -4.8898
H  1.2032  -0.6603  -3.8990
H  -0.2008  0.3980  -3.7393
H  3.3324  1.4361  3.0407
H  3.2244  -1.2298  3.6329
H  1.9730  -3.2581  2.4967
H  0.5220  -2.8054  1.5897
H  2.0222  -3.1315  0.7342
H  4.7435  1.8710  1.2288
H  6.1549  4.1917  1.1670
H  5.0432  6.9015  1.4039
H  4.5936  6.7829  -0.2953
H  3.3441  7.0429  0.9227
F  -0.2082  0.4715  3.0991
C  -1.0820  -0.5271  2.8329
C  -1.3329  -0.9198  1.5249
C  -2.2562  -1.9391  1.4105
F  -2.6013  -2.4051  0.1864
C  -2.8817  -2.5527  2.4822
F  -3.7653  -3.5486  2.3023
C  -2.5855  -2.1257  3.7611
F  -3.1750  -2.6997  4.8187
C  -1.6795  -1.1009  3.9412
F  -1.3965  -0.6847  5.1847
C  -2.7788  -3.4232  -2.3434
As  -0.9672  -3.0715  -2.8781
C  -0.2737  -4.8133  -3.3239
C  -1.1511  -2.2162  -4.5943
S  0.4177  -2.2750  -1.4754
H  -3.2528  -3.9446  -3.1764
H  -3.2883  -2.4865  -2.1470
H  -2.7823  -4.0459  -1.4555
H  -0.9012  -5.2741  -4.0858
H  -0.2622  -5.4274  -2.4268
H  0.7425  -4.6995  -3.6936
H  -1.7943  -2.8550  -5.2003
H  -0.1768  -2.1201  -5.0652
H  -1.6103  -1.2424  -4.4585
Se  -2.2444  0.2738  -1.8644
C  -2.2913  2.0014  -2.6960
C  -1.4596  3.0624  -2.3466
C  -1.5628  4.2835  -3.0060
C  -2.4917  4.4654  -4.0179
C  -3.3253  3.4118  -4.3696
C  -3.2265  2.1920  -3.7154
H  -0.7276  2.9470  -1.5606
H  -0.9054  5.0950  -2.7164
H  -2.5677  5.4179  -4.5272
H  -4.0607  3.5376  -5.1557
H  -3.8846  1.3768  -3.9909

## Properties
ΔE to the lowest compared entry with this formula, charge and spin = 0.0599 eV
Multiplicity = 2

Atomic partial charges in e from the Löwdin method, atoms 1 to 6: 0.6339, -0.0289, -0.3205, 0.0026, -0.0364, 0.0433

***

# 2
Entry from OMol25: a structure of composition C31H34AsIN6O2S2V (ωB97M-V/def2-TZVPD).

CARTESIAN COORDINATES (ANGSTROEM)
V  -0.4002  -0.0489  -0.2013
C  -2.5231  0.3165  -2.2021
N  -1.0990  0.6746  -2.1156
C  -0.2791  -0.0808  -3.0898
C  1.1701  -0.0571  -2.6746
C  2.2101  0.0041  -3.5744
C  3.5148  0.0279  -3.0847
C  3.7164  0.0123  -1.7216
C  2.6169  -0.0430  -0.8759
N  1.3634  -0.0803  -1.3454
C  -0.8498  2.1337  -2.1395
C  -0.8498  2.7413  -0.7482
C  -1.3533  4.0041  -0.4713
C  -1.2928  4.4759  0.8298
C  -0.7166  3.6862  1.8144
C  -0.2147  2.4509  1.4612
N  -0.2966  1.9874  0.2079
C  -2.7917  -1.0326  -1.5669
C  -3.9981  -1.6818  -1.7558
C  -4.2111  -2.8831  -1.0983
C  -3.2049  -3.3999  -0.2954
C  -2.0193  -2.7011  -0.1616
N  -1.8205  -1.5257  -0.7880
H  -2.8764  0.3052  -3.2375
H  -3.0842  1.0877  -1.6661
H  -0.3888  0.3310  -4.0943
H  -0.6318  -1.1092  -3.0814
H  2.0056  0.0236  -4.6386
H  4.3564  0.0667  -3.7698
H  4.7093  0.0469  -1.2918
H  2.7295  -0.0548  0.1961
H  -1.5694  2.6460  -2.7810
H  0.1405  2.2886  -2.5631
H  -1.7904  4.6014  -1.2659
H  -1.6964  5.4524  1.0735
H  -0.6601  4.0181  2.8419
H  0.2548  1.7770  2.1682
H  -4.7516  -1.2475  -2.4068
H  -5.1487  -3.4159  -1.2194
H  -3.3220  -4.3420  0.2277
H  -1.1722  -3.0642  0.4149
O  2.0782  -0.2616  2.5027
C  1.3152  -1.1458  2.1163
O  0.1849  -0.8721  1.4942
C  1.5736  -2.5935  2.3587
C  1.7798  -2.9752  3.6870
C  1.9469  -4.3051  4.0292
C  1.9366  -5.2547  3.0034
C  1.7781  -4.8727  1.6829
C  1.5974  -3.5236  1.2945
S  1.5245  -3.0709  -0.3903
H  1.7988  -2.1996  4.4508
H  2.0885  -4.5977  5.0649
H  2.0739  -6.3072  3.2387
H  1.8110  -5.6145  0.8945
C  4.9094  1.5115  2.7011
As  3.7087  2.9963  2.4844
C  4.6819  4.5531  3.0684
C  2.4106  2.7328  3.8798
S  3.0043  3.1848  0.5310
H  5.4421  1.5856  3.6500
H  5.6080  1.5182  1.8720
H  4.3086  0.6024  2.6794
H  5.0528  4.4128  4.0860
H  4.0114  5.4041  3.0278
H  5.5077  4.7209  2.3838
H  2.9459  2.6607  4.8286
H  1.8794  1.8032  3.6784
H  1.7344  3.5855  3.9089
I  -5.9793  1.3506  3.1345
C  -4.1739  0.6394  2.4775
C  -3.3574  -0.2863  3.0937
N  -2.2889  -0.4436  2.2957
N  -2.3489  0.3302  1.1986
C  -3.4971  0.9929  1.2965
H  -3.4626  -0.8331  4.0213
H  -1.4224  -0.9778  2.4113
H  -3.7952  1.7038  0.5329

## Properties
ΔE to the lowest compared entry with this formula, charge and spin = 0.0000 eV
Multiplicity = 2

Atomic partial charges in e from the Löwdin method, atoms 1 to 6: 0.7754, -0.1068, -0.2382, -0.0936, -0.2678, -0.0164

***

# 3
Entry from OMol25: a structure of composition C31H34AsKN5O2S (ωB97M-V/def2-TZVPD).

CARTESIAN COORDINATES (ANGSTROEM)
K  -0.3054  -0.6707  -1.2770
N  4.4328  0.4410  -1.3487
C  3.2374  -0.1804  -1.3101
N  2.0932  0.3860  -1.4593
C  2.0517  1.7704  -1.6875
N  0.9646  2.4057  -1.9034
N  -0.2281  1.8229  -2.0666
C  -1.2184  2.2348  -1.3855
C  -2.5632  1.6670  -1.5607
C  -3.6986  2.4560  -1.3928
C  -4.9443  1.8531  -1.4173
C  -5.0215  0.4817  -1.6077
C  -3.8429  -0.2149  -1.8233
N  -2.6413  0.3560  -1.8146
C  3.3066  2.5331  -1.6350
C  3.3522  3.9250  -1.7035
C  4.5612  4.5884  -1.6372
C  5.7477  3.8724  -1.5027
C  5.7233  2.4942  -1.4197
C  4.5026  1.8307  -1.4750
H  5.2902  -0.0678  -1.2165
H  3.2695  -1.2523  -1.1305
H  -1.0993  2.9857  -0.6003
H  -3.6002  3.5244  -1.2519
H  -5.8414  2.4433  -1.2867
H  -5.9713  -0.0342  -1.5931
H  -3.8562  -1.2820  -2.0211
H  2.4198  4.4616  -1.8099
H  4.5891  5.6684  -1.6867
H  6.6953  4.3915  -1.4554
H  6.6374  1.9219  -1.3119
O  -0.0266  -0.2159  0.8308
S  0.7170  -1.1566  1.7038
C  0.7092  -0.3890  3.4050
C  0.2718  1.0379  3.2921
C  1.0784  1.9717  2.6449
C  0.6433  3.2738  2.4668
C  -0.6059  3.6563  2.9371
C  -1.4082  2.7371  3.5958
C  -0.9724  1.4309  3.7692
C  -0.4262  -2.5621  2.0205
C  -1.7297  -2.1410  2.6182
C  -2.0257  -2.4360  3.9475
C  -3.2165  -2.0116  4.5186
C  -4.1241  -1.2807  3.7661
C  -3.8380  -0.9839  2.4410
C  -2.6534  -1.4162  1.8663
H  1.7320  -0.4848  3.7700
H  0.0346  -0.9642  4.0338
H  2.0548  1.6737  2.2771
H  1.2817  3.9888  1.9626
H  -0.9527  4.6715  2.7897
H  -2.3757  3.0344  3.9793
H  -1.6049  0.7102  4.2759
H  0.1248  -3.2556  2.6584
H  -0.5503  -2.9991  1.0267
H  -1.3241  -3.0119  4.5412
H  -3.4320  -2.2534  5.5512
H  -5.0539  -0.9512  4.2109
H  -4.5438  -0.4139  1.8496
H  -2.4359  -1.1867  0.8315
C  1.2287  -2.3983  -3.9522
As  0.5149  -3.6346  -2.6426
C  1.9493  -4.7438  -1.9563
C  -0.7026  -4.8071  -3.5801
O  -0.2308  -2.8755  -1.3996
H  1.7962  -2.9417  -4.7063
H  1.8687  -1.6617  -3.4693
H  0.3981  -1.8839  -4.4345
H  2.5090  -5.2385  -2.7481
H  1.4852  -5.4927  -1.3166
H  2.6186  -4.1337  -1.3528
H  -0.1951  -5.3676  -4.3636
H  -1.5023  -4.2111  -4.0158
H  -1.1279  -5.4951  -2.8520

## Properties
ΔE to the lowest compared entry with this formula, charge and spin = 1.3589 eV
Net charge = +1

Atomic partial charges in e from the Löwdin method, atoms 1 to 6: 0.7508, 0.1176, -0.1661, 0.0744, -0.2711, 0.0785

***

> ΔE to the lowest compared entry with this formula, charge and spin of number 3 (C31H34AsKN5O2S)?

1.3589 eV